No. 1
Below is a 2-piece molecular cluster, C4H12 overall, with properties calculated with ωB97M-V/def2-TZVPD.

Values from the calculation:
- Orbital gap (spin up / spin down): 14.158 / 4.074 eV
- Multiplicity: 2
- Total charge: +1
- ΔE to the lowest compared entry with this formula, charge and spin: 36.9 kJ/mol
- <S²>: 0.75
- E_LUMO (spin up / spin down): -2.902 / -11.332 eV

Last column: Mulliken charge in e.
Positions of all 16 atoms, in Å:
C -0.511 -1.643 -1.908  -0.81
C 0.328 -0.497 -1.538  -0.51
H -1.114 -1.507 -2.809  0.33
H 0.013 -2.599 -1.953  0.34
H -1.244 -1.801 -1.072  0.30
H 1.253 -0.367 -2.173  0.36
H -0.249 0.433 -1.569  0.31
H 0.891 -0.628 -0.588  0.17
C -0.574 1.287 1.455  -0.35
C 0.729 0.828 2.000  -0.81
H -0.705 2.340 1.682  0.33
H -0.662 1.076 0.342  0.05
H -1.480 0.732 1.778  0.31
H 1.506 1.307 1.360  0.32
H 0.897 1.280 2.983  0.33
H 0.924 -0.241 2.012  0.33

No. 2
Below is an isolated ion of composition C3H7N2O and charge +1, with properties calculated with ωB97M-V/def2-TZVPD.

Values from the calculation:
- Orbital gap: 9.636 eV
- Multiplicity: 1
- Total charge: +1
- ΔE to the lowest compared entry with this formula, charge and spin: 182.5 kJ/mol
- E_LUMO: -5.036 eV

Last column: Mulliken charge in e.
Positions of all 13 atoms, in Å:
N -2.404 -0.451 0.072  -0.36
C -1.081 -0.597 0.006  0.64
O -0.509 -1.664 -0.032  -0.62
C -0.256 0.699 -0.007  -0.63
C 1.470 0.035 0.029  0.05
N 2.232 -1.066 0.053  -0.21
H -2.974 -1.285 0.075  0.27
H -2.871 0.439 0.079  0.20
H -0.270 1.270 -0.926  0.37
H -0.299 1.299 0.893  0.38
H 2.054 0.958 0.026  0.32
H 3.243 -0.980 0.067  0.29
H 1.755 -1.972 0.051  0.29

No. 3
Below is C30H22BrN2O4PPdS as an isolated structure, with properties calculated with ωB97M-V/def2-TZVPD.

Values from the calculation:
- Orbital gap: 7.983 eV
- Multiplicity: 1
- Total charge: 0
- ΔE to the lowest compared entry with this formula, charge and spin: 90.4 kJ/mol
- E_LUMO: -0.267 eV

Last column: Mulliken charge in e.
Positions of all 62 atoms, in Å:
Pd -0.358 -0.103 -0.192  -0.23
C -0.090 6.652 1.434  -0.45
C 0.811 5.876 0.717  -0.71
C 0.610 4.506 0.607  -0.36
C -0.496 3.907 1.207  0.53
C -1.397 4.690 1.925  -0.18
C -1.190 6.058 2.038  -0.73
P -0.793 2.146 0.911  0.99
C -1.755 1.537 2.347  0.82
C -2.790 0.627 2.164  -0.76
C -3.398 0.022 3.255  -0.78
C -2.974 0.315 4.544  -0.49
C -1.938 1.221 4.737  -0.77
C -1.329 1.824 3.644  -0.39
C -1.870 2.078 -0.521  0.15
C -2.790 3.002 -1.007  -0.49
C -3.371 2.774 -2.243  -0.79
C -2.997 1.659 -2.989  -0.72
C -2.061 0.743 -2.517  -0.42
C -1.522 0.958 -1.261  0.55
H 0.063 7.719 1.520  0.39
H 1.670 6.334 0.246  0.40
H 1.311 3.901 0.044  0.40
H -2.261 4.234 2.392  0.47
H -1.895 6.661 2.596  0.40
H -3.126 0.382 1.163  0.42
H -4.200 -0.686 3.091  0.43
H -3.447 -0.161 5.393  0.40
H -1.602 1.458 5.739  0.41
H -0.516 2.523 3.806  0.44
H -3.030 3.892 -0.435  0.47
H -4.101 3.470 -2.636  0.39
H -3.442 1.492 -3.963  0.41
H -1.792 -0.105 -3.119  0.33
O 2.272 -1.167 5.598  -0.55
C 1.881 -0.946 4.323  0.97
C 2.250 0.183 3.599  -0.56
C 1.777 0.309 2.312  -0.86
N 0.989 -0.590 1.717  -0.02
C 0.664 -1.666 2.432  0.08
Br -0.439 -2.907 1.585  -0.11
C 1.076 -1.903 3.729  -0.54
H 2.819 -0.436 5.907  0.30
H 2.884 0.949 4.028  0.36
H 2.032 1.176 1.714  0.49
H 0.779 -2.791 4.266  0.48
O -1.964 -4.125 -1.679  -0.70
S -1.804 -2.894 -2.408  1.04
O -2.998 -2.230 -2.857  -0.65
N -0.803 -1.886 -1.605  -0.52
C 0.365 -1.697 -2.274  1.02
O 1.249 -0.949 -1.862  -0.73
C 0.444 -2.465 -3.557  0.15
C 1.476 -2.504 -4.473  -0.57
C 1.297 -3.269 -5.619  -0.54
C 0.109 -3.968 -5.834  -0.44
C -0.927 -3.928 -4.909  -0.70
C -0.721 -3.165 -3.775  0.31
H 2.387 -1.949 -4.290  0.50
H 2.086 -3.324 -6.357  0.39
H -0.009 -4.552 -6.738  0.40
H -1.851 -4.466 -5.070  0.45

No. 4
Below is a 12-piece molecular cluster, C4H33NO12 overall, with properties calculated with ωB97M-V/def2-TZVPD.

Values from the calculation:
- Orbital gap (spin up / spin down): 9.517 / 4.418 eV
- Multiplicity: 2
- Total charge: +1
- ΔE to the lowest compared entry with this formula, charge and spin: 87.5 kJ/mol
- <S²>: 0.75
- E_LUMO (spin up / spin down): -3.617 / -8.715 eV

Last column: Mulliken charge in e.
Positions of all 50 atoms, in Å:
C 0.459 1.335 -0.328  -0.99
C 0.851 0.767 -1.697  0.64
C 0.210 1.404 -2.939  -0.69
C -0.570 0.434 -3.853  -0.76
O -1.816 0.106 -3.201  -0.52
N 2.308 0.821 -1.837  -0.10
H -0.540 0.951 -0.140  -0.01
H 0.375 2.425 -0.355  0.47
H 1.115 1.177 0.530  0.32
H 0.699 -0.309 -1.699  0.14
H -0.591 2.083 -2.637  0.29
H 0.884 1.995 -3.558  0.45
H -0.794 1.068 -4.713  0.37
H -0.181 -0.537 -4.151  0.36
H -1.646 -0.800 -2.857  0.38
H 2.752 -0.055 -1.554  0.34
H 2.821 1.559 -1.345  0.34
H 2.722 -2.534 1.624  0.44
H 3.864 -3.143 0.727  0.27
O 2.917 -3.022 0.793  -0.66
H -1.584 3.571 0.180  0.29
H -2.570 2.485 0.545  0.36
O -2.030 3.187 0.940  -0.64
H -0.476 -1.102 1.282  0.40
H -1.546 -2.177 1.598  0.25
O -1.318 -1.257 1.748  -0.59
H -3.531 1.474 -1.820  0.32
H -2.238 0.862 -1.404  0.35
O -3.061 1.211 -1.018  -0.73
H -0.127 -0.535 3.714  0.23
H -0.987 -1.396 4.409  0.34
O -0.062 -1.408 4.128  -0.72
H 4.076 1.202 1.423  0.29
H 3.631 1.658 2.882  0.30
O 3.347 1.433 1.993  -0.61
H 0.966 -2.645 0.417  0.30
H 1.415 -1.454 -0.356  0.12
O 0.630 -1.816 0.052  -0.38
H 1.823 -1.433 3.557  0.43
H 2.934 -0.663 2.834  0.34
O 2.689 -1.549 3.128  -0.71
H -0.650 2.448 3.886  0.27
H -0.938 1.697 2.524  0.36
O -0.396 1.725 3.318  -0.62
H -3.520 -0.593 -0.712  0.43
H -3.413 -1.904 0.120  0.29
O -3.779 -1.526 -0.684  -0.77
H -1.109 -2.675 -1.408  0.27
H -2.472 -2.210 -1.890  0.45
O -1.543 -2.333 -2.194  -0.72

No. 5
Below is the molecule C2H4N2O2, with properties calculated with ωB97M-V/def2-TZVPD.

Values from the calculation:
- Orbital gap: 11.099 eV
- Multiplicity: 1
- Total charge: 0
- ΔE to the lowest compared entry with this formula, charge and spin: 61.1 kJ/mol
- E_LUMO: 0.622 eV

Last column: Mulliken charge in e.
Positions of all 10 atoms, in Å:
N 1.763 0.094 -0.295  -0.60
C 0.548 -0.232 0.384  0.55
O 0.437 -0.609 1.532  -0.56
N -0.501 0.025 -0.452  -0.14
C -1.820 0.052 -0.061  0.10
O -2.715 0.262 -0.841  -0.52
H 2.435 -0.614 0.001  0.31
H 2.040 0.973 0.132  0.27
H -0.255 0.182 -1.418  0.25
H -1.933 -0.134 1.018  0.32

No. 6
Below is C29H46AsCl3HgN6OS as an isolated structure, with properties calculated with ωB97M-V/def2-TZVPD.

Values from the calculation:
- Orbital gap (spin up / spin down): 7.837 / 7.151 eV
- Multiplicity: 2
- Total charge: +1
- <S²>: 0.75
- E_LUMO (spin up / spin down): -1.570 / -3.600 eV

Last column: Mulliken charge in e.
Positions of all 88 atoms, in Å:
Hg -1.112 -0.145 -0.925  1.02
C -2.560 0.019 -4.329  -0.32
C -2.882 1.342 -3.634  -0.85
N -2.985 1.258 -2.171  0.20
C -4.299 0.852 -1.686  -0.70
C -4.368 0.905 -0.163  -0.99
N -3.535 -0.080 0.524  0.10
C -4.241 -1.269 1.011  -1.06
C -4.590 -2.332 -0.026  -0.52
C -3.420 -3.172 -0.515  -0.81
N -2.595 -2.445 -1.473  0.24
C -1.573 -3.273 -2.102  -0.40
C -1.096 -2.656 -3.410  -1.21
N -0.714 -1.259 -3.236  0.30
C -1.071 -0.353 -4.326  -0.81
H -2.908 0.090 -5.360  0.44
H -3.141 -0.782 -3.862  0.12
H -3.812 1.745 -4.055  0.31
H -2.088 2.054 -3.860  0.24
H -2.772 2.173 -1.793  0.04
H -4.508 -0.157 -2.047  0.35
H -5.087 1.511 -2.075  0.44
H -5.419 0.799 0.135  0.29
H -4.044 1.904 0.147  0.46
H -3.116 0.354 1.336  0.17
H -5.176 -0.969 1.507  0.35
H -3.608 -1.728 1.771  0.44
H -5.103 -1.879 -0.880  0.25
H -5.309 -3.005 0.445  0.40
H -3.812 -4.097 -0.960  0.43
H -2.791 -3.464 0.332  0.39
H -3.196 -2.067 -2.198  -0.22
H -1.941 -4.286 -2.315  0.46
H -0.732 -3.370 -1.407  0.06
H -1.897 -2.716 -4.151  0.44
H -0.260 -3.257 -3.780  0.38
H 0.276 -1.191 -3.027  0.24
H -0.803 -0.787 -5.297  0.41
H -0.477 0.555 -4.199  0.28
Cl -1.416 0.515 4.623  -0.24
C 0.006 -0.137 3.873  0.24
C 0.715 0.632 2.963  -1.35
C 1.905 0.140 2.457  0.84
C 2.408 -1.093 2.854  0.05
C 3.799 -1.506 2.416  -0.49
C 3.831 -2.285 1.098  -1.61
N 3.189 -1.619 -0.021  0.30
C 3.696 -0.555 -0.726  -0.30
C 2.731 -0.212 -1.625  -1.17
N 1.652 -1.060 -1.509  0.00
C 1.949 -1.863 -0.509  -0.43
O 4.676 -0.410 2.239  -0.23
C 5.347 0.033 3.425  -1.35
C 4.514 0.781 4.426  0.47
C 4.133 2.079 4.275  0.60
Cl 4.537 3.105 2.965  -0.19
S 3.156 2.646 5.568  -0.18
C 3.244 1.118 6.343  -0.45
C 3.997 0.236 5.639  -0.67
C 1.636 -1.868 3.714  0.27
Cl 2.180 -3.438 4.211  -0.22
C 0.440 -1.398 4.235  -0.85
H 0.385 1.635 2.725  0.53
H 2.499 0.751 1.786  0.58
H 4.225 -2.179 3.168  0.95
H 3.360 -3.258 1.232  0.44
H 4.882 -2.432 0.858  0.42
H 4.679 -0.164 -0.524  0.52
H 2.757 0.552 -2.386  0.57
H 1.334 -2.681 -0.162  0.35
H 6.145 0.679 3.065  0.53
H 5.799 -0.837 3.913  0.37
H 2.750 0.973 7.292  0.46
H 4.195 -0.776 5.971  0.41
H -0.119 -1.996 4.943  0.52
C 1.565 3.785 -3.127  -1.24
As 0.294 2.940 -1.896  0.34
C -1.041 4.385 -1.926  -1.34
C 1.168 3.456 -0.227  -1.16
H 1.783 4.800 -2.791  0.40
H 1.148 3.828 -4.133  0.38
H 2.495 3.219 -3.163  0.34
H -0.547 5.336 -1.724  0.46
H -1.802 4.227 -1.159  0.35
H -1.524 4.443 -2.901  0.38
H 1.386 4.524 -0.226  0.48
H 2.098 2.901 -0.110  0.33
H 0.522 3.227 0.622  0.23